# 1
The following is a quantum chemistry calculation of 5 unconnected molecules or ions with the total composition C23H50N13O6 in a non-equilibrium geometry, from OMol25.

The geometry in ORCA input format:
```
! RIJCOSX wB97M-V def2-TZVPD def2/J DEFGRID3
* xyz 1 1
C -4.0457 2.7137 3.1553
C -2.8961 3.0510 2.1975
C -1.9314 1.8783 1.9398
N -2.1620 1.2327 0.6394
C -0.9968 0.7694 -0.0813
C -1.0036 1.2615 -1.5579
C 0.3608 1.0921 -2.2781
N 0.5596 1.8173 -3.5188
C -1.5341 2.6846 -1.6900
C -0.6487 3.8461 -1.2849
C 0.4817 3.7829 -0.4698
C 1.2095 4.9279 -0.1565
C 0.8367 6.1786 -0.6347
C 1.6210 7.4195 -0.3079
C -0.3066 6.2449 -1.4377
C -1.0307 5.1071 -1.7494
N -1.9903 0.3864 -2.3277
C -2.0141 -0.9238 -2.0808
N -2.1247 -1.8340 -3.0239
N -1.9448 -1.4176 -0.7806
C -0.8770 -0.7744 0.0138
O 0.2846 -1.2872 -0.5467
O -1.1063 -1.1689 1.3255
C -0.0794 -1.9634 1.9342
C 1.2184 -1.1996 2.2401
C 1.4930 -1.0017 3.7426
H -3.7533 1.9680 3.8965
H -4.9211 2.3294 2.6263
H -4.3789 3.5981 3.6999
H -2.3217 3.8750 2.6257
H -3.3087 3.3801 1.2433
H -2.0680 1.1426 2.7398
H -0.9060 2.2456 1.9703
H -2.8675 0.5169 0.7252
H -0.1187 1.1846 0.4126
H 0.5331 0.0313 -2.4681
H 1.1571 1.4045 -1.6000
H 0.9024 2.7545 -3.3614
H -0.2404 1.8558 -4.1330
H -1.7804 2.8324 -2.7471
H -2.4752 2.7540 -1.1457
H 0.8288 2.8416 -0.0670
H 2.0877 4.8499 0.4741
H 2.6555 7.2079 -0.0449
H 1.6356 8.0832 -1.1746
H 1.1326 7.9695 0.4987
H -0.6369 7.2020 -1.8255
H -1.9153 5.1969 -2.3709
H -1.9004 0.5691 -3.3233
H -1.9922 -2.8008 -2.7649
H -2.3148 -1.6082 -3.9874
H -2.8280 -1.3321 -0.2888
H 1.0386 -0.7355 -0.3063
H -0.5198 -2.2927 2.8749
H 0.1143 -2.8676 1.3576
H 2.0566 -1.7525 1.8127
H 1.1775 -0.2091 1.7775
H 0.9630 -1.7440 4.3392
H 1.1678 -0.0166 4.0814
H 2.5530 -1.1141 3.9643
C 6.0633 7.1682 0.2057
O 5.1618 7.7994 -0.3179
N 6.7252 7.6202 1.3122
N 6.4863 5.9586 -0.2780
H 7.4742 7.1218 1.7529
H 6.4430 8.5077 1.6834
H 6.0318 5.6117 -1.1009
H 7.2328 5.4297 0.1302
C 1.4352 -5.7997 2.2467
O 1.5469 -4.8939 3.0572
N 0.7728 -6.9604 2.5386
N 1.9467 -5.7267 0.9824
H 0.6723 -7.7270 1.8956
H 0.4071 -7.0605 3.4674
H 2.4196 -4.8826 0.7219
H 1.8502 -6.4566 0.3018
C -2.3579 -7.7374 0.4735
O -1.6836 -8.6918 0.8240
N -1.9066 -6.4525 0.6058
N -3.5929 -7.8802 -0.0945
H -2.4182 -5.6409 0.3157
H -0.9977 -6.3369 1.0239
H -3.9438 -8.8139 -0.2020
H -4.1578 -7.1080 -0.3911
C -0.1930 -5.7551 -2.6590
O -0.1348 -4.8102 -1.8809
N -0.7189 -6.9619 -2.3075
N 0.2582 -5.6588 -3.9464
H -0.7943 -7.7353 -2.9410
H -1.0506 -7.0646 -1.3631
H 0.6632 -4.7867 -4.2293
H 0.2304 -6.4187 -4.5996
*
```

## Properties
LUMO energy, eV: -2.72
E_tot, Ha: -2069.62398
Relative energy (zero: lowest compared OMol25 entry of this formula, charge and spin), eV: 0.000

Here are the Löwdin charges for atoms 1 to 6, given in e: -0.1085, -0.2283, -0.1895, 0.0055, -0.1859, -0.3119

=====

# 2
The following is a quantum chemistry calculation of a molecular structure, C30H14Cl5N5O2RuS in a non-equilibrium geometry, from OMol25.

The geometry in ORCA input format:
```
! RIJCOSX wB97M-V def2-TZVPD def2/J DEFGRID3
* xyz 1 2
Ru -0.0525 -0.6850 0.3201
Cl 0.7281 -2.4626 2.0182
C 0.2581 -1.0968 3.0221
C -0.1601 -0.0757 2.2461
C -0.5669 1.0995 2.8512
Cl -1.1105 2.4346 1.8846
C -0.5305 1.2120 4.2431
Cl -1.0237 2.6629 5.0094
C -0.0897 0.1258 5.0190
Cl -0.0379 0.2518 6.7294
C 0.3113 -1.0563 4.4019
Cl 0.8491 -2.4184 5.2896
O -7.0990 -0.4532 -1.0084
N -6.4513 0.3651 -1.6180
O -6.8990 1.1733 -2.3896
C -4.9571 0.3797 -1.4003
C -4.2981 1.3385 -2.0499
C -2.8637 1.4642 -1.9445
C -2.1352 2.4851 -2.5672
C -0.7728 2.5291 -2.4116
C -0.1422 1.5430 -1.6514
N -0.8186 0.5689 -1.0602
C -2.1795 0.5468 -1.1734
C -2.9020 -0.4372 -0.4236
N -2.1317 -1.1806 0.4031
C -2.7068 -2.0927 1.1578
C -4.0858 -2.3262 1.1065
C -4.8763 -1.5723 0.2824
C -4.2891 -0.5631 -0.5158
H -4.8611 2.0369 -2.6562
H -2.6571 3.2356 -3.1493
H -0.1768 3.3088 -2.8645
H 0.9318 1.5220 -1.5166
H -2.0586 -2.6500 1.8213
H -4.5217 -3.0942 1.7295
H -5.9386 -1.7334 0.2519
N 9.3699 2.6080 -0.4257
C 8.2901 2.2230 -0.3477
C 6.9312 1.7367 -0.2504
C 6.6893 0.3709 -0.1539
C 5.3886 -0.0920 -0.0607
C 4.3186 0.8019 -0.0634
C 4.5730 2.1694 -0.1603
C 5.8719 2.6370 -0.2532
C 2.9601 0.3182 0.0403
C 1.8254 -0.0929 0.1708
H 7.5210 -0.3201 -0.1498
H 5.1911 -1.1529 0.0184
H 3.7434 2.8643 -0.1555
H 6.0720 3.6973 -0.3248
S 1.0894 -3.1641 -3.4431
C -0.1880 -3.9684 -2.6459
C -0.5312 -3.2913 -1.5269
N 0.2107 -2.1504 -1.3041
C 1.1007 -1.9702 -2.2473
H -0.6093 -4.8846 -3.0268
H -1.3005 -3.5815 -0.8284
H 1.7982 -1.1441 -2.2484
*
```

## Properties
LUMO energy (spin up / spin down), eV: -4.18 / -4.67
E_tot, Ha: -4369.59327
Relative energy (zero: lowest compared OMol25 entry of this formula, charge and spin), eV: 0.153

Here are the Löwdin charges for atoms 1 to 6, given in e: 1.1223, 0.7664, -0.6673, -0.3775, -0.6753, 0.6923

=====

# 3
The following is a quantum chemistry calculation of C9H9NO3 in the gas phase in a non-equilibrium geometry, from OMol25.

The geometry in ORCA input format:
```
! RIJCOSX wB97M-V def2-TZVPD def2/J DEFGRID3
* xyz 0 1
C 1.6189 -0.7323 -3.1153
O 0.4571 -0.6834 -2.3333
C 0.4664 -1.1356 -1.1116
O 1.3018 -1.6973 -0.4732
C -0.7796 -0.7419 -0.4315
C -1.5338 0.3000 -1.0234
C -1.9411 1.3249 -0.2936
C -1.5958 1.5466 1.0635
C -0.7426 0.6919 1.6694
O 0.0384 1.0420 2.6860
C 1.0512 0.0910 3.0922
C -0.7969 -0.6380 1.2611
N -1.1841 -1.6547 0.6474
H 1.3065 -1.2316 -4.0768
H 2.5693 -1.3955 -2.9247
H 1.8643 0.3823 -3.3567
H -1.6193 0.2305 -2.1049
H -2.6232 2.1797 -0.7245
H -1.7336 2.5008 1.6151
H 1.5869 0.5806 3.9754
H 1.7632 -0.2951 2.3886
H 0.5261 -0.6651 3.5707
*
```

## Properties
SMILES: COC(=O)[C@]12C=CC=C(OC)C1=N2
LUMO energy, eV: 0.60
E_tot, Ha: -628.63756
Relative energy (zero: lowest compared OMol25 entry of this formula, charge and spin), eV: 4.264

Here are the Löwdin charges for atoms 1 to 6, given in e: -0.0729, -0.0349, -0.5028, 0.1380, -0.2316, -0.0561

=====

# 4
The following is a quantum chemistry calculation of a molecular structure, C25H48CeP4S in a non-equilibrium geometry, from OMol25.

The geometry in ORCA input format:
```
! RIJCOSX wB97M-V def2-TZVPD def2/J DEFGRID3
* xyz 4 1
Ce 0.0812 -0.0768 0.0390
P 3.0748 0.2018 0.2263
P 0.1791 2.7441 -0.5833
P 0.7175 -2.9255 -0.4101
H -6.0583 0.6281 -6.5612
C -6.3288 -0.3165 -6.0717
C -7.1233 -0.3233 -4.9930
H -7.5071 0.6197 -4.5819
C 3.9051 0.2460 -1.4204
C 3.8229 1.6814 1.0074
C 4.0486 -1.1079 1.0655
C -1.5891 3.1467 -0.8876
C 0.7581 4.1089 0.4823
C 0.9460 3.1636 -2.2022
C -0.7637 -3.8572 -0.9558
C 1.3767 -4.0420 0.8798
C 1.9053 -3.2631 -1.7753
H -5.9408 -1.2335 -6.5267
H -7.4215 -1.2454 -4.4861
H 4.9991 0.3033 -1.3018
H 3.5536 1.1295 -1.9727
H 3.6470 -0.6613 -1.9858
H 4.9112 1.5614 1.1052
H 3.3878 1.8164 2.0056
H 3.6092 2.5677 0.3969
H 5.1043 -0.8098 1.1427
H 3.9757 -2.0476 0.5031
H 3.6502 -1.2667 2.0762
H -1.6945 4.2352 -0.9785
H -2.2071 2.7910 -0.0516
H -1.9577 2.6559 -1.7994
H 1.1961 4.9317 -0.1007
H 1.5229 3.7093 1.1624
H -0.0766 4.4951 1.0821
H 0.5437 4.1170 -2.5786
H 0.7281 2.3582 -2.9187
H 2.0380 3.2461 -2.0906
H -0.5164 -4.9124 -1.1378
H -1.1815 -3.4112 -1.8669
H -1.5257 -3.7903 -0.1702
H 1.5916 -5.0364 0.4638
H 0.6395 -4.1383 1.6870
H 2.2962 -3.6119 1.2934
H 1.8100 -4.3035 -2.1236
H 2.9338 -3.0886 -1.4265
H 1.6953 -2.5763 -2.6074
C -2.7818 -0.3730 -2.2229
C -1.8523 -0.6702 -3.2399
C -2.1160 -0.3213 -4.5572
C -3.3512 0.2420 -4.9019
C -4.2875 0.4836 -3.8933
C -4.0179 0.2088 -2.5692
S -2.5670 -0.7558 -0.5710
H 0.1821 -0.1619 -1.7931
H -0.9319 -1.1985 -2.9940
H -1.3796 -0.5193 -5.3323
H -3.6083 0.4513 -5.9445
H -5.2844 0.8065 -4.1593
H -4.7554 0.3666 -1.7845
C -0.5632 -1.7133 3.5863
P 0.1926 -0.1586 2.9636
C -1.2494 0.9895 3.0886
C 1.1535 0.2771 4.4552
C 0.5183 0.4256 5.6952
C 1.2685 0.7330 6.8327
C 2.6614 0.8309 6.7570
C 3.2980 0.6377 5.5271
C 2.5550 0.3445 4.3824
H -1.2991 -2.0849 2.8615
H -1.0506 -1.5286 4.5529
H 0.2272 -2.4648 3.7188
H -1.6253 0.9653 4.1181
H -0.9229 2.0112 2.8521
H -2.0631 0.7062 2.4021
H -0.5590 0.2784 5.7898
H 0.7610 0.8831 7.7820
H 3.2466 1.0457 7.6539
H 4.3824 0.7054 5.4578
H 3.0625 0.1448 3.4333
*
```

## Properties
LUMO energy (spin up / spin down), eV: -15.99 / -15.99
E_tot, Ha: -3218.44973
Relative energy (zero: lowest compared OMol25 entry of this formula, charge and spin), eV: 0.000

Here are the Löwdin charges for atoms 1 to 6, given in e: 0.3469, 0.7339, 0.7293, 0.7258, 0.0928, -0.0003

=====

# 5
The following is a quantum chemistry calculation of 2 unconnected molecules or ions with the total composition C5H10N2O, from OMol25.

The geometry in ORCA input format:
```
! RIJCOSX wB97M-V def2-TZVPD def2/J DEFGRID3
* xyz 0 1
C 0.0755 -0.2525 -2.1602
C 1.0387 -0.1544 -1.0451
C 2.3341 -0.1956 -0.8549
H 0.2907 -0.8840 0.2601
H 0.6547 -0.3869 -3.0799
H -0.5401 0.6414 -2.2390
H -0.5993 -1.0991 -2.0365
H 2.7372 -0.0871 0.1506
H 3.0001 -0.3412 -1.6966
C -1.2287 0.2449 1.1186
N -1.5013 0.0259 2.4340
C 0.3000 0.1239 0.8776
N -2.0123 0.4767 0.1417
O 1.1521 0.1777 1.8160
H -2.4115 0.2510 2.7993
H -0.7095 0.0369 3.0624
H -2.9916 0.4932 0.4214
H 0.4113 0.9293 0.0303
*
```

## Properties
LUMO energy, eV: 0.31
E_tot, Ha: -381.09381
Relative energy (zero: lowest compared OMol25 entry of this formula, charge and spin), eV: 5.214

Here are the Löwdin charges for atoms 1 to 6, given in e: -0.0701, -0.1959, 0.0526, 0.1644, 0.0938, 0.0828